1.
Computed, not measured: a 11-piece molecular cluster, C54H139N13O19 overall at a distorted geometry, with ωB97M-V/def2-TZVPD.

Results
- DFT total energy: -4281.80190 Eh
- SMILES: COC[C@H](C)N.COCCNCCOC.COCCNCCOC.COCCNCCOC.COCCNCCOC.COCCNCCOC.COCCNCCOC.COCCNCCOC.COCCNCCOC.NC(N)=O.NC(N)=O
- ΔE to the lowest compared entry with this formula, charge and spin: 0.0 kcal/mol
- Maximum force: 0.0491 Eh/bohr

Last column: Mulliken charge in e.
Geometry (Å):
C -1.0858 -2.9356 0.1617  -0.945
O -0.2643 -1.8133 0.3714  -0.062
C -0.8930 -0.5668 0.0864  -1.403
C 0.2216 0.4830 0.1118  2.889
C 0.9545 0.6899 1.4290  -0.965
N -0.3587 1.7813 -0.2529  1.671
H -2.1160 -2.7638 0.4650  0.430
H -0.6918 -3.8055 0.6917  0.330
H -1.0221 -3.2272 -0.8963  0.089
H -1.2107 -0.6297 -0.9732  0.407
H -1.7604 -0.2030 0.6643  -0.155
H 0.9229 0.1925 -0.6833  -0.100
H 1.6103 -0.1509 1.6319  -1.348
H 0.2227 0.8999 2.2143  0.995
H 1.5991 1.5668 1.3418  -0.158
H -0.8294 2.3556 0.4366  -1.051
H -0.9537 1.7767 -1.0770  -0.756
C 1.2828 -2.5333 3.7877  -0.502
O 2.4341 -1.8628 4.2088  -0.488
C 2.9059 -0.7882 3.4296  2.162
C 4.1790 -0.2772 4.0952  -1.053
N 3.9451 0.9071 4.9221  0.027
C 3.1698 0.7557 6.1686  -0.888
C 4.0173 0.2709 7.3477  -0.566
O 5.0812 1.1546 7.6136  -0.238
C 5.7792 0.9092 8.7836  -0.885
H 0.4116 -1.8650 3.7492  0.231
H 1.0386 -3.3034 4.5162  0.404
H 1.4453 -2.9976 2.8076  0.020
H 2.1771 0.0307 3.3158  0.031
H 3.1163 -1.0852 2.3873  -1.915
H 4.9752 0.0350 3.4138  0.648
H 4.5966 -1.1065 4.6943  0.256
H 4.8038 1.3421 5.2481  0.027
H 2.2963 0.1189 6.0357  0.326
H 2.8392 1.7537 6.4869  0.339
H 4.3239 -0.7855 7.2859  0.422
H 3.3330 0.2759 8.2219  0.467
H 5.6746 1.7666 9.4616  0.271
H 6.8448 0.7866 8.6072  0.264
H 5.3579 0.0959 9.3809  0.380
C 5.2759 4.4290 -4.3587  -0.636
O 4.2663 3.4433 -4.5060  -0.539
C 3.1989 3.7112 -3.5732  1.434
C 2.4470 2.3899 -3.4237  -0.444
N 1.0916 2.5893 -2.9637  1.035
C 0.0720 2.7415 -3.9696  0.046
C -0.5782 1.4152 -4.4338  -0.953
O -1.5528 1.1198 -3.4347  0.452
C -2.2300 -0.1194 -3.7018  -0.895
H 6.0105 4.2634 -5.1532  0.303
H 5.7948 4.2934 -3.4090  0.252
H 4.8777 5.4292 -4.5484  0.238
H 2.5466 4.4664 -4.0267  -1.058
H 3.6218 3.9746 -2.6030  0.426
H 2.9188 1.8823 -2.5747  -0.591
H 2.5569 1.7425 -4.2983  0.406
H 0.7540 1.9291 -2.2788  -0.991
H 0.4691 3.3139 -4.8091  0.808
H -0.8096 3.1913 -3.5047  -0.772
H 0.1624 0.5953 -4.4271  0.283
H -1.0247 1.4788 -5.4364  0.486
H -1.5299 -0.9149 -3.9609  0.212
H -2.8940 0.1394 -4.5472  0.416
H -2.9097 -0.3095 -2.8743  -0.017
C -9.2722 -7.7657 -0.9964  -0.757
O -7.9199 -7.9501 -0.6383  -0.314
C -7.0486 -7.7275 -1.7091  -0.575
C -5.7004 -8.3397 -1.3703  -0.811
N -5.0705 -7.6059 -0.2870  -0.076
C -3.6709 -7.9766 -0.0510  -1.220
C -2.8730 -6.9103 0.6623  0.839
O -3.5732 -6.6287 1.8649  -0.429
C -2.9058 -5.7986 2.7595  -0.451
H -9.5163 -6.7248 -1.2360  0.286
H -9.9440 -7.9849 -0.1654  0.244
H -9.4640 -8.4814 -1.8003  0.324
H -6.9542 -6.6516 -1.9122  0.268
H -7.3857 -8.1630 -2.6636  0.444
H -5.1542 -8.2745 -2.3171  0.419
H -5.8812 -9.4017 -1.1493  0.407
H -5.6372 -7.8002 0.5292  0.283
H -3.1275 -8.1373 -0.9910  0.369
H -3.6965 -8.9389 0.4874  0.427
H -2.8113 -6.0253 0.0095  -0.563
H -1.8429 -7.1720 0.9286  0.380
H -3.5120 -5.6358 3.6471  0.302
H -2.7080 -4.7938 2.3550  0.014
H -1.9321 -6.2291 3.0302  0.304
C 5.4662 4.3782 5.8781  -0.329
O 6.2028 4.7697 4.7744  -0.329
C 5.8670 6.0484 4.2853  -0.908
C 4.6971 6.0224 3.3257  -0.322
N 4.9338 5.1546 2.2250  -0.064
C 3.8705 4.3712 1.6142  -0.875
C 2.6222 5.1538 1.2400  1.181
O 2.8132 5.6411 -0.0533  -0.575
C 1.6821 5.4872 -0.9053  -0.123
H 4.3828 4.6083 5.8648  0.249
H 5.8393 4.6621 6.8684  0.331
H 5.3227 3.2892 5.8929  -0.115
H 6.7588 6.4490 3.7969  0.394
H 5.6944 6.7026 5.1479  0.407
H 4.5734 7.0530 2.9620  0.238
H 3.8066 5.7404 3.8948  0.313
H 5.8475 4.9531 1.8831  0.226
H 3.6917 3.4727 2.2347  0.174
H 4.2420 3.9681 0.6704  0.045
H 2.2599 5.9354 1.9146  0.364
H 1.7888 4.4342 1.2845  -0.813
H 0.8616 6.0538 -0.4457  0.520
H 1.4154 4.4278 -0.9926  0.033
H 1.9407 5.8688 -1.8873  -0.117
C -2.2711 6.5084 4.4195  -0.854
O -1.9800 5.3203 3.7414  -0.237
C -1.1742 5.5335 2.6089  -1.094
C -0.9509 4.2676 1.7873  0.106
N -2.2574 3.6719 1.3253  0.124
C -2.8633 2.7538 2.3126  -0.967
C -4.1806 2.1847 1.7639  0.202
O -4.6721 1.1118 2.5300  -0.310
C -4.7920 1.3665 3.9092  -0.967
H -3.1396 6.4039 5.0550  0.261
H -2.3772 7.3768 3.7565  0.332
H -1.3774 6.7662 5.0079  0.313
H -0.2385 6.0105 2.9491  0.479
H -1.6490 6.2634 1.9319  0.303
H -0.2348 3.5533 2.1956  -0.059
H -0.4727 4.5350 0.8383  0.087
H -2.8700 4.4840 1.4021  0.496
H -3.1241 3.2687 3.2374  0.750
H -2.2088 1.8944 2.4898  0.194
H -3.8903 1.7085 0.8252  -0.440
H -4.9298 2.9786 1.6989  0.428
H -5.1227 0.4341 4.3526  0.259
H -5.6059 2.0892 4.0427  0.360
H -3.8934 1.7812 4.3596  0.330
C 3.7444 -5.1976 0.4878  -0.745
O 3.5011 -4.4670 -0.6582  -0.513
C 2.5594 -3.4438 -0.5555  -0.571
C 2.8978 -2.2195 0.2731  1.705
N 3.6467 -1.2695 -0.5035  -0.280
C 3.9795 0.0652 0.1168  1.603
C 5.1540 0.6367 -0.6445  -1.234
O 6.3562 0.0211 -0.3262  -0.370
C 7.3595 0.2792 -1.2536  -0.805
H 4.2978 -4.7516 1.3255  0.274
H 4.3301 -6.0843 0.2535  0.320
H 2.7650 -5.5000 0.8897  0.256
H 1.5968 -3.8875 -0.2309  -0.064
H 2.2321 -3.1069 -1.5433  0.224
H 3.3402 -2.5093 1.2424  0.327
H 1.8931 -1.8992 0.5530  -0.932
H 4.6014 -1.5831 -0.6820  0.321
H 4.1883 -0.1232 1.1804  -0.650
H 3.1821 0.7904 -0.0705  -0.660
H 5.1768 1.7116 -0.3990  0.523
H 4.9436 0.6043 -1.7212  0.536
H 8.2288 -0.3740 -1.1737  0.296
H 7.6744 1.3248 -1.1794  0.311
H 7.0295 0.0702 -2.2841  0.321
C -4.2739 2.4450 -2.4993  -0.562
O -3.5122 3.5072 -3.0599  -0.411
C -3.4132 4.6233 -2.1668  -0.042
C -3.0272 5.8289 -3.0020  -1.386
N -1.6698 5.7179 -3.5620  0.333
C -1.1747 6.9711 -4.0726  -1.178
C 0.3261 6.9534 -4.1616  0.487
O 0.7687 6.0937 -5.2166  -0.340
C 2.0876 6.2829 -5.6369  -0.999
H -3.8135 2.1576 -1.5500  0.022
H -4.2814 1.6977 -3.2793  0.195
H -5.2741 2.8277 -2.2723  0.497
H -2.7828 4.3734 -1.3073  -0.104
H -4.4348 4.8794 -1.8215  0.648
H -3.0973 6.6703 -2.2911  0.462
H -3.7665 6.0782 -3.7787  0.316
H -1.7832 4.9420 -4.2071  0.135
H -1.3098 7.7878 -3.3459  0.428
H -1.7336 7.3099 -4.9557  0.370
H 0.7393 6.5918 -3.2122  -0.524
H 0.7388 7.9408 -4.4332  0.589
H 2.7617 6.2369 -4.7820  0.466
H 2.1431 7.2665 -6.1320  0.356
H 2.2943 5.5929 -6.4490  0.266
C -2.3153 -3.5036 -5.3700  -1.055
O -1.4050 -3.6517 -4.3020  0.065
C -0.0639 -3.6580 -4.7375  -0.716
C 0.5194 -5.0687 -4.5131  -0.695
N 0.4320 -5.3495 -3.0758  0.302
C 0.2852 -6.7905 -2.8300  -0.787
C 0.9948 -7.0880 -1.5016  0.091
O 0.6212 -8.3427 -1.0007  -0.415
C 1.3810 -8.6775 0.1068  -0.700
H -3.3390 -3.3863 -5.0065  0.210
H -2.2991 -4.2999 -6.1209  0.296
H -2.1080 -2.5353 -5.8465  0.400
H 0.4753 -2.9181 -4.1474  0.188
H 0.0789 -3.4405 -5.7992  0.528
H 1.5351 -4.8894 -4.8869  0.286
H -0.0390 -5.7109 -5.2021  0.415
H -0.4503 -4.8843 -2.8694  -0.126
H 0.6997 -7.3833 -3.6404  0.462
H -0.7541 -7.0896 -2.6342  0.121
H 0.7529 -6.2465 -0.8392  0.011
H 2.0574 -7.0113 -1.7709  0.331
H 2.4428 -8.3942 0.0522  0.286
H 1.3367 -9.7469 0.3029  0.309
H 1.0994 -8.1823 1.0536  0.243
N -4.6155 -3.6390 0.0695  0.017
C -4.3232 -3.6233 -1.2871  0.291
N -4.1764 -4.8364 -1.9039  -0.006
O -4.0687 -2.5142 -1.8545  -0.420
H -5.1798 -4.3437 0.5028  0.249
H -4.4212 -2.7284 0.4344  0.009
H -4.4872 -5.6574 -1.4060  -0.094
H -3.9260 -4.8486 -2.8699  0.163
N -5.3458 -0.8346 0.6621  -0.165
C -6.5803 -0.3231 0.2299  0.423
N -6.7301 -0.2970 -1.1499  -0.276
O -7.4296 0.0443 1.0237  -0.693
H -5.1413 -0.5109 1.6019  0.195
H -4.6364 -1.0344 -0.0178  0.012
H -7.6356 -0.0056 -1.4735  0.225
H -6.0439 -0.6988 -1.7603  0.184

---

2.
Computed, not measured: a 2-piece molecular cluster, C6H12O overall at a distorted geometry, with ωB97M-V/def2-TZVPD.

Results
- DFT total energy: -310.93178 Eh
- SMILES: C/C=C(/C)O.C=C
- ΔE to the lowest compared entry with this formula, charge and spin: 80.0 kcal/mol
- Maximum force: 0.0633 Eh/bohr

Last column: Mulliken charge in e.
Geometry (Å):
C -0.6333 1.8629 -0.8093  -1.136
C -0.2210 0.4610 -1.0182  -0.208
C -0.6553 -0.5810 -0.3177  0.610
C -0.4993 -1.9886 -0.7734  -1.285
O -1.4125 -0.3444 0.8093  -0.531
H -0.1013 2.6496 -1.3615  0.260
H -1.0796 2.2267 0.1177  0.314
H -1.4565 1.2992 -1.4446  0.294
H 0.2588 0.3119 -1.9749  0.334
H -0.0015 -2.6139 -0.0210  0.317
H 0.1093 -2.0097 -1.6811  0.327
H -1.4736 -2.4404 -0.9997  0.356
H -1.5025 -1.1649 1.3078  0.346
C 1.6639 -0.1427 1.0457  -0.494
C 1.2472 0.9371 1.6952  -0.478
H 1.4029 -1.1483 1.3762  0.229
H 2.2891 -0.0853 0.1581  0.252
H 0.5794 0.8592 2.5480  0.235
H 1.5231 1.9397 1.3784  0.258

---

3.
Computed, not measured: C36H59BrI2NO8 as an isolated structure at a distorted geometry, with ωB97M-V/def2-TZVPD.

Results
- DFT total energy: -5232.80243 Eh
- Net charge: +1
- ΔE to the lowest compared entry with this formula, charge and spin: 65.6 kcal/mol
- Maximum force: 0.0890 Eh/bohr

Last column: Mulliken charge in e.
Geometry (Å):
C -3.2334 -8.9806 -0.3363  -1.127
C -2.1608 -8.7211 -1.4755  -0.460
C -1.3222 -7.3879 -1.2396  -0.620
Br 0.1419 -7.9146 0.0218  -0.112
C -0.7660 -6.8384 -2.6028  -0.077
C 0.6351 -6.0447 -2.5929  0.348
C 0.8556 -4.9301 -1.4767  -0.751
C 2.1614 -5.1027 -0.6149  -0.616
O 2.0670 -4.1612 0.4721  -0.335
C 2.4923 -2.8638 0.0494  -0.230
C 2.2918 -1.7492 1.1264  -0.710
O 0.9313 -1.2534 1.1647  -0.456
C 0.9562 0.1510 1.2404  0.119
C 1.6800 0.8705 2.3138  -0.423
C 1.7228 2.3259 2.3453  -0.410
C 1.0428 3.1532 1.3290  -0.137
C 1.1917 4.7086 1.4457  2.301
C 1.1907 5.2132 2.9658  -1.811
C 2.7039 5.0020 0.9428  -1.472
C 0.2677 5.5416 0.4935  -2.241
C -1.2966 5.4419 0.6727  2.507
C -1.8312 6.9374 0.8919  -1.724
C -2.0735 4.9288 -0.6350  -1.584
C -1.8427 4.6050 1.8826  -1.637
C 0.3135 2.4559 0.2844  0.030
C 0.2787 0.9833 0.2595  -0.837
C 0.5376 -5.1980 -3.9022  -0.786
N -0.6918 -4.9883 -4.2776  0.182
C -1.5859 -5.6815 -3.3227  -0.108
C -3.0947 -5.8850 -3.6501  -0.790
I -4.4556 -5.7255 -1.9583  0.143
C -3.6182 -6.1442 -4.8837  0.155
C -2.6896 -6.3094 -6.1320  -0.998
I -5.7570 -6.3397 -5.1761  0.103
H -2.8945 -9.7992 0.3609  0.321
H -4.1818 -9.3621 -0.7997  0.287
H -3.3954 -8.0807 0.3107  0.304
H -2.5765 -8.7910 -2.5143  0.346
H -1.4148 -9.5619 -1.3868  0.469
H -1.9117 -6.6110 -0.6898  0.666
H -0.8637 -7.6658 -3.3662  0.366
H 1.3818 -6.8744 -2.5301  0.651
H -0.0677 -4.9276 -0.8290  0.242
H 0.8473 -3.9219 -1.9902  0.502
H 3.0373 -4.7453 -1.2395  0.283
H 2.3401 -6.1437 -0.2526  0.323
H 3.6046 -2.9300 -0.1611  0.279
H 2.0092 -2.4952 -0.8979  0.206
H 2.9969 -0.9145 0.8445  0.461
H 2.6147 -2.1428 2.1244  0.259
H 2.2186 0.2425 3.0700  0.288
H 2.3102 2.8043 3.1581  0.361
H 2.1926 5.1082 3.4504  0.495
H 0.9806 6.3217 2.9153  0.309
H 0.4526 4.6635 3.6009  0.369
H 2.9288 4.2373 0.1571  0.325
H 2.7246 6.0481 0.5454  0.428
H 3.4386 4.8476 1.7717  0.339
H 0.5130 5.2286 -0.5667  0.264
H 0.5864 6.6209 0.5539  0.554
H -1.1736 7.4985 1.6197  0.335
H -2.8949 6.9476 1.2562  0.407
H -1.7418 7.4801 -0.0843  0.440
H -2.3740 3.8571 -0.4872  0.234
H -2.9731 5.5821 -0.8186  0.412
H -1.4240 5.0145 -1.5454  0.308
H -1.6144 3.5017 1.8211  0.158
H -1.5270 5.0148 2.8726  0.325
H -2.9710 4.6655 1.8403  0.500
H -0.2066 3.0088 -0.5258  0.470
H -0.2960 0.4736 -0.5538  0.338
H 1.4733 -4.8315 -4.3941  0.442
H -0.9050 -4.4589 -5.1246  0.327
H -1.6464 -4.9214 -2.4796  0.240
H -2.3859 -5.2738 -6.4695  0.225
H -3.2853 -6.7372 -6.9827  0.399
H -1.7622 -6.9096 -5.9267  0.285
C 8.1247 6.2636 5.9494  -1.104
C 6.7272 6.4374 5.3896  -0.191
O 6.2122 5.1960 4.8880  -0.345
C 5.7553 4.3461 5.8147  0.767
O 5.7315 4.5373 7.0028  -0.548
O 5.3511 3.2308 5.1903  -0.321
C 4.9208 2.1985 6.0777  -0.671
H 8.7793 5.7978 5.2094  0.292
H 8.5462 7.2274 6.2389  0.360
H 8.1209 5.6138 6.8259  0.311
H 6.7574 7.1244 4.5427  0.304
H 6.0477 6.8659 6.1289  0.311
H 4.1643 2.5625 6.7732  0.329
H 5.7765 1.7935 6.6196  0.357
H 4.4814 1.4029 5.4774  0.152
C -6.8260 1.0233 -4.3358  -1.094
C -5.7743 2.1133 -4.2800  -0.174
O -5.2761 2.2840 -2.9463  -0.352
C -4.3817 1.3768 -2.5439  0.774
O -3.9601 0.4543 -3.1986  -0.588
O -4.0515 1.6546 -1.2772  -0.335
C -3.1635 0.7050 -0.6906  -0.717
H -7.6158 1.2146 -3.6062  0.297
H -7.2691 0.9663 -5.3313  0.363
H -6.3979 0.0488 -4.0943  0.296
H -6.2221 3.0655 -4.5670  0.299
H -4.9554 1.9190 -4.9754  0.301
H -2.2794 0.5563 -1.3096  0.253
H -3.6832 -0.2411 -0.5299  0.482
H -2.8469 1.0948 0.2758  0.214

---

4.
Computed, not measured: C22H21BrN6O6Pt as an isolated structure at a distorted geometry, with ωB97M-V/def2-TZVPD.

Results
- DFT total energy: -4323.48666 Eh
- Net charge: +2
- 2S+1: 5
- ΔE to the lowest compared entry with this formula, charge and spin: 0.0 kcal/mol
- <S²>: 6.05
- Maximum force: 0.0910 Eh/bohr

Last column: Mulliken charge in e.
Geometry (Å):
Pt -0.3577 0.1599 -0.3985  0.181
Br 0.6130 -0.9804 6.9831  0.053
C 0.4951 -0.5049 5.1202  -0.136
C 0.0291 0.7811 4.7377  -0.539
C 0.2190 1.2339 3.4553  -0.568
C 0.6889 0.3384 2.4630  0.024
C 1.1066 -0.9531 2.8107  -0.135
C 0.9732 -1.3842 4.1340  -0.539
N 0.7010 0.8701 1.1522  0.870
C 1.1121 2.1307 1.0333  -0.948
C 0.8963 2.7476 -0.2582  0.471
C 1.2010 4.0488 -0.6384  -0.790
C 1.0843 4.4473 -1.9621  -0.329
C 0.6475 3.5029 -2.8812  -0.802
C 0.1575 2.2757 -2.4839  -0.026
N 0.3282 1.8884 -1.1774  0.196
H -0.4262 1.4537 5.4747  0.470
H 0.0781 2.2510 3.1253  0.676
H 1.5709 -1.5881 2.0632  0.364
H 1.2135 -2.4258 4.3466  0.494
H 1.6064 2.5831 1.8778  1.002
H 1.6100 4.7249 0.1339  0.462
H 1.4186 5.4506 -2.3003  0.430
H 0.7086 3.7609 -3.9442  0.420
H -0.3580 1.5775 -3.1646  0.533
C 3.3068 -0.9170 0.0168  -1.238
C 2.4562 -1.1789 -1.1785  0.177
N 1.1203 -0.9266 -1.3398  0.269
C 0.7855 -1.4110 -2.5891  0.138
C 1.8776 -2.0130 -3.2022  0.002
N 2.9037 -1.8286 -2.2929  -0.060
C 2.1735 -2.5667 -4.5367  0.556
O 1.1353 -2.6830 -5.3533  -0.520
O 3.3171 -2.8552 -4.8604  -0.567
C -0.5904 -1.2203 -3.0931  0.825
O -0.9421 -1.5993 -4.2073  -0.774
O -1.2997 -0.5178 -2.2115  -0.667
H 2.9274 -0.0530 0.5466  0.139
H 4.3446 -0.7176 -0.3135  0.485
H 3.3262 -1.8411 0.7017  0.247
H 3.8170 -2.2593 -2.4764  0.312
H 0.3005 -2.2629 -4.9517  0.414
C -4.5032 0.1864 0.8598  -1.559
C -3.0883 -0.2183 0.6154  0.446
N -2.1372 0.7225 0.4730  0.152
O -2.5921 2.0096 0.0478  -0.353
C -2.5688 -1.4909 0.7664  0.425
C -3.3608 -2.7366 1.0852  -1.358
N -1.2423 -1.6387 0.3665  0.641
O -0.7454 -2.7902 0.1176  -0.555
H -4.4620 1.0725 1.5422  0.278
H -5.1629 -0.5564 1.3474  0.475
H -4.9981 0.5995 -0.0527  0.304
H -2.8934 2.4105 0.9246  0.383
H -3.3338 -2.8650 2.2057  0.303
H -2.7836 -3.5461 0.6044  0.398
H -4.4047 -2.6971 0.7353  0.448